A structure of composition C26H21I2NO4SSiTc at a distorted geometry, computed with wB97M-V/def2-TZVPD.

HOMO-LUMO gap (alpha / beta) = 5.82 / 6.16 eV
E_LUMO (alpha / beta) = -8.22 / -7.89 eV
⟨S²⟩ = 0.75
charge = +2
ΔE to the lowest compared entry with this formula, charge and spin = 7.8 kcal/mol
HOMO level (alpha / beta) = -0.51613 / -0.51620 Eh
spin multiplicity = 2

CARTESIAN COORDINATES (ANGSTROEM)
Tc: -0.386 0.830 0.188
I: 0.343 2.895 1.641
C: 0.289 4.087 -0.149
I: -0.506 2.780 -1.641
H: 1.312 4.344 -0.403
H: -0.351 4.950 -0.001
O: 2.503 1.303 -1.766
C: 2.387 0.405 -0.991
N: 1.108 -0.137 -0.586
S: 1.260 -1.309 0.578
O: 0.348 -0.650 1.566
O: 0.917 -2.624 0.188
C: 2.973 -1.107 0.821
C: 3.806 -1.787 1.686
C: 5.170 -1.554 1.548
C: 5.661 -0.696 0.563
C: 4.806 -0.034 -0.311
C: 3.445 -0.247 -0.174
H: 3.422 -2.472 2.429
H: 5.862 -2.057 2.209
H: 6.728 -0.550 0.473
H: 5.182 0.625 -1.081
O: -2.001 0.274 0.205
Si: -3.263 -0.756 -0.631
C: -2.706 -2.456 -0.274
C: -2.593 -2.913 1.045
C: -2.178 -4.206 1.300
C: -1.873 -5.059 0.243
C: -1.979 -4.622 -1.067
C: -2.390 -3.325 -1.327
C: -2.932 -0.111 -2.346
C: -1.628 -0.164 -2.859
C: -1.325 0.378 -4.101
C: -2.333 0.967 -4.859
C: -3.632 1.005 -4.376
C: -3.930 0.473 -3.125
C: -4.796 -0.130 0.147
C: -5.609 -1.002 0.879
C: -6.787 -0.545 1.452
C: -7.160 0.782 1.302
C: -6.362 1.661 0.577
C: -5.188 1.207 0.001
H: -2.836 -2.260 1.876
H: -2.099 -4.563 2.319
H: -1.558 -6.073 0.452
H: -1.747 -5.291 -1.884
H: -2.477 -2.987 -2.353
H: -0.845 -0.684 -2.312
H: -0.318 0.314 -4.495
H: -2.106 1.378 -5.834
H: -4.418 1.446 -4.974
H: -4.949 0.515 -2.760
H: -5.330 -2.042 0.992
H: -7.416 -1.226 2.009
H: -8.081 1.135 1.745
H: -6.666 2.692 0.455
H: -4.581 1.897 -0.577

A structure of composition C26H21N3O3RuS2, computed with wB97M-V/def2-TZVPD.

HOMO-LUMO gap (alpha / beta) = 5.54 / 5.64 eV
E_LUMO (alpha / beta) = -2.41 / -2.31 eV
ΔE to the lowest compared entry with this formula, charge and spin = 0.0 kcal/mol
HOMO level (alpha / beta) = -0.29218 / -0.29225 Eh

CARTESIAN COORDINATES (ANGSTROEM)
Ru: -0.357 0.415 -1.029
N: 5.719 -2.285 6.685
C: 5.046 -1.899 5.837
C: 4.203 -1.416 4.776
C: 3.880 -0.063 4.713
C: 3.067 0.399 3.693
C: 2.581 -0.481 2.732
C: 2.910 -1.832 2.797
C: 3.715 -2.303 3.819
C: 1.707 0.000 1.627
C: 0.408 0.365 1.952
C: -0.175 0.471 3.243
C: -1.434 0.995 3.068
C: -1.596 1.171 1.676
N: -0.514 0.795 1.012
C: 2.287 0.080 0.360
C: 3.658 -0.085 0.059
C: 3.823 0.197 -1.282
C: 2.549 0.507 -1.778
N: 1.626 0.443 -0.813
H: 4.268 0.617 5.459
H: 2.810 1.449 3.634
H: 2.523 -2.510 2.047
H: 3.969 -3.352 3.880
H: 0.302 0.205 4.172
H: -2.162 1.230 3.827
H: -2.464 1.550 1.155
H: 4.422 -0.350 0.771
H: 4.738 0.195 -1.849
H: 2.272 0.781 -2.783
S: -0.280 0.041 -3.303
C: -1.213 1.350 -3.892
C: -1.639 1.387 -5.241
C: -2.363 2.447 -5.711
C: -2.697 3.524 -4.863
C: -2.293 3.520 -3.558
C: -1.537 2.437 -3.052
S: -0.938 2.482 -1.442
H: -1.384 0.558 -5.888
H: -2.687 2.460 -6.743
H: -3.272 4.355 -5.250
H: -2.536 4.342 -2.896
C: -3.323 -2.124 -2.143
C: -2.755 -1.555 -0.857
C: -3.718 -1.654 0.312
O: -2.416 -0.156 -1.072
C: -1.437 -2.269 -0.498
O: -1.478 -3.460 -0.276
O: -0.379 -1.526 -0.436
H: -4.270 -1.639 -2.390
H: -3.492 -3.192 -2.014
H: -2.623 -1.975 -2.966
H: -4.658 -1.147 0.077
H: -3.282 -1.209 1.207
H: -3.928 -2.703 0.510
H: -3.188 0.418 -1.075

A structure of composition C26H22BeF3N3OS3 at a distorted geometry, computed with wB97M-V/def2-TZVPD.

HOMO-LUMO gap = 6.56 eV
E_LUMO = 4.64 eV
charge = -2
HOMO level = -0.07071 Eh

CARTESIAN COORDINATES (ANGSTROEM)
Be: 0.926 -0.793 -0.211
S: 1.398 -1.093 1.899
C: 2.380 0.311 2.080
C: 2.588 0.836 3.353
C: 3.394 1.951 3.574
C: 3.511 2.473 4.869
N: 3.579 2.892 5.941
C: 4.059 2.551 2.476
C: 3.836 2.035 1.200
C: 2.994 0.956 0.971
S: 2.700 0.451 -0.649
C: 4.931 3.637 2.617
N: 5.674 4.518 2.671
H: 2.093 0.366 4.193
H: 4.317 2.492 0.349
F: -0.616 -5.345 -4.469
C: -0.051 -5.058 -3.259
F: -0.926 -5.551 -2.372
F: 1.033 -5.861 -3.212
C: 0.250 -3.604 -3.114
C: 0.066 -2.761 -4.183
C: 0.369 -1.407 -4.050
C: 0.798 -0.964 -2.814
N: 0.945 -1.747 -1.765
C: 0.715 -3.084 -1.859
S: 0.997 -4.026 -0.525
H: -0.294 -3.144 -5.127
H: 0.254 -0.730 -4.881
H: 1.032 0.075 -2.639
C: -0.126 3.245 -0.786
C: -0.140 2.436 0.513
C: 0.234 3.280 1.731
C: -1.463 1.717 0.640
C: -2.583 2.363 1.131
C: -3.800 1.708 1.221
C: -3.883 0.395 0.799
C: -2.790 -0.295 0.301
C: -2.990 -1.742 -0.103
C: -2.173 -2.689 0.776
C: -2.686 -1.971 -1.584
C: -1.540 0.366 0.209
O: -0.475 -0.237 -0.262
H: 0.874 3.620 -1.004
H: -0.816 4.088 -0.727
H: -0.435 2.599 -1.608
H: 0.625 1.667 0.421
H: -0.414 4.148 1.853
H: 1.261 3.632 1.636
H: 0.169 2.668 2.630
H: -2.508 3.389 1.471
H: -4.673 2.202 1.631
H: -4.833 -0.126 0.867
H: -4.053 -1.982 0.053
H: -1.113 -2.518 0.636
H: -2.384 -3.727 0.521
H: -2.409 -2.533 1.828
H: -1.679 -1.641 -1.812
H: -3.381 -1.409 -2.209
H: -2.772 -3.029 -1.833

A structure of composition C26H22ClO3PW at a distorted geometry, computed with wB97M-V/def2-TZVPD.

HOMO-LUMO gap (alpha / beta) = 4.55 / 3.03 eV
E_LUMO (alpha / beta) = -9.35 / -10.87 eV
⟨S²⟩ = 2.09
charge = +2
ΔE to the lowest compared entry with this formula, charge and spin = 51.2 kcal/mol
HOMO level (alpha / beta) = -0.51074 / -0.51064 Eh
spin multiplicity = 3

CARTESIAN COORDINATES (ANGSTROEM)
Cl: -0.650 1.342 -5.387
C: -0.105 3.684 -1.143
C: -1.299 3.594 -0.348
C: -2.434 3.723 -1.200
H: -1.306 3.645 0.760
C: -1.948 3.853 -2.581
C: -0.482 3.903 -2.512
H: 0.204 3.994 -3.383
H: 0.903 3.835 -0.711
H: -3.501 3.682 -0.888
C: -2.759 3.713 -3.815
W: -1.292 1.972 -1.943
C: -2.689 0.749 -1.148
O: -3.396 0.000 -0.573
C: 0.092 0.947 -3.047
O: 0.988 0.256 -3.368
H: -3.656 3.104 -3.595
H: -2.159 3.155 -4.568
H: -3.047 4.716 -4.184
O: 0.294 0.497 0.086
P: 0.595 -0.757 0.848
C: -0.769 -1.918 0.941
C: -1.111 -2.434 2.189
C: -2.109 -3.388 2.289
C: -2.745 -3.833 1.124
C: -2.419 -3.290 -0.129
C: -1.444 -2.312 -0.219
C: 1.773 -1.713 -0.089
C: 3.038 -1.924 0.451
C: 3.972 -2.647 -0.276
C: 3.630 -3.099 -1.561
C: 2.386 -2.797 -2.142
C: 1.451 -2.097 -1.398
C: 1.175 -0.282 2.494
C: 2.437 0.361 2.566
C: 2.851 0.933 3.763
C: 1.942 1.046 4.823
C: 0.601 0.676 4.652
C: 0.197 0.102 3.450
H: -0.603 -2.064 3.083
H: -2.362 -3.786 3.273
H: -3.508 -4.618 1.190
H: -2.920 -3.645 -1.037
H: -1.201 -1.856 -1.188
H: 3.277 -1.515 1.438
H: 4.941 -2.869 0.183
H: 4.355 -3.706 -2.121
H: 2.142 -3.132 -3.158
H: 0.478 -1.840 -1.834
H: 3.028 0.495 1.652
H: 3.883 1.282 3.852
H: 2.286 1.413 5.796
H: -0.139 0.824 5.445
H: -0.869 0.030 3.198

A cluster of 2 separate species, C26H22F2N3O10P in total at a distorted geometry, computed with wB97M-V/def2-TZVPD.

HOMO-LUMO gap = 7.15 eV
E_LUMO = -1.18 eV
SMILES = NP(O)c1cc(ON=O)cc2c1C(=O)c1c(COCOCCO)ccc(N(C(=O)F)C(=O)F)c1C2=O.c1ccccc1
ΔE to the lowest compared entry with this formula, charge and spin = 26.0 kcal/mol
HOMO level = -0.30607 Eh

CARTESIAN COORDINATES (ANGSTROEM)
N: -2.469 2.749 0.883
P: -1.427 1.859 1.977
O: -2.319 1.755 3.397
C: -1.370 0.145 1.233
C: -2.420 -0.722 1.545
C: -2.430 -1.999 1.046
O: -3.439 -2.902 1.333
N: -2.889 -4.178 1.772
O: -2.253 -4.066 2.730
C: -1.375 -2.421 0.243
C: -0.334 -1.596 -0.072
C: -0.329 -0.282 0.429
C: 0.879 0.574 0.051
O: 1.328 1.367 0.843
C: 1.488 0.336 -1.323
C: 2.038 1.366 -2.061
C: 2.112 2.825 -1.597
O: 3.366 3.359 -2.043
C: 4.421 2.932 -1.238
O: 5.498 2.476 -2.023
C: 6.684 2.430 -1.224
C: 7.591 1.265 -1.600
O: 7.218 0.058 -0.946
C: 2.586 1.046 -3.304
C: 2.551 -0.248 -3.761
C: 1.979 -1.275 -3.031
N: 1.974 -2.580 -3.660
C: 0.661 -3.086 -3.926
O: -0.046 -3.733 -3.223
F: 0.239 -2.783 -5.172
C: 2.856 -3.507 -3.061
O: 3.988 -3.219 -2.787
F: 2.439 -4.753 -2.806
C: 1.456 -0.979 -1.788
C: 0.849 -2.038 -0.910
O: 1.250 -3.170 -0.798
H: -2.622 2.189 0.044
H: -3.402 2.851 1.287
H: -2.855 2.552 3.492
H: -3.223 -0.382 2.200
H: -1.378 -3.446 -0.127
H: 2.077 2.942 -0.513
H: 1.328 3.386 -2.119
H: 4.118 2.126 -0.542
H: 4.772 3.776 -0.610
H: 7.214 3.388 -1.340
H: 6.386 2.282 -0.172
H: 7.691 1.107 -2.683
H: 8.593 1.506 -1.217
H: 6.258 -0.007 -0.913
H: 3.022 1.836 -3.907
H: 2.990 -0.437 -4.739
C: -7.972 0.643 4.241
C: -7.695 0.395 2.904
C: -6.669 -0.474 2.557
C: -5.918 -1.092 3.547
C: -6.190 -0.837 4.885
C: -7.217 0.029 5.232
H: -8.776 1.315 4.512
H: -8.280 0.879 2.131
H: -6.455 -0.670 1.513
H: -5.120 -1.772 3.276
H: -5.600 -1.315 5.657
H: -7.431 0.226 6.275

A structure of composition C26H22F3I2IrN5OS, computed with wB97M-V/def2-TZVPD.

HOMO-LUMO gap (alpha / beta) = 7.33 / 5.58 eV
E_LUMO (alpha / beta) = -6.14 / -8.57 eV
⟨S²⟩ = 8.79
charge = +2
ΔE to the lowest compared entry with this formula, charge and spin = 3.7 kcal/mol
HOMO level (alpha / beta) = -0.49515 / -0.51978 Eh
spin multiplicity = 6

CARTESIAN COORDINATES (ANGSTROEM)
Ir: -0.286 -0.623 -0.453
F: 2.333 0.802 4.347
C: 1.043 1.055 4.610
F: 0.783 2.324 4.256
F: 0.853 0.941 5.923
C: 0.147 0.099 3.849
C: -0.720 -0.755 4.517
C: -1.531 -1.605 3.785
C: -1.452 -1.589 2.396
N: -0.611 -0.786 1.756
C: 0.177 0.061 2.454
S: 1.169 1.026 1.427
H: -0.758 -0.747 5.598
H: -2.219 -2.279 4.275
H: -2.066 -2.234 1.780
C: -4.598 -0.484 -1.345
C: -3.385 0.077 -0.666
O: -2.389 -0.659 -0.486
N: -3.431 1.341 -0.267
C: -2.387 2.019 0.491
C: -1.308 2.602 -0.383
C: -1.104 3.969 -0.453
C: -0.114 4.463 -1.291
C: 0.626 3.569 -2.043
C: 0.363 2.215 -1.913
N: -0.575 1.735 -1.095
H: -4.514 -1.565 -1.386
H: -4.649 -0.096 -2.364
H: -5.514 -0.198 -0.830
H: -4.263 1.864 -0.496
H: -1.962 1.304 1.196
H: -2.866 2.804 1.073
H: -1.716 4.637 0.137
H: 0.066 5.528 -1.359
H: 1.399 3.902 -2.721
H: 0.926 1.489 -2.485
C: 4.584 -1.313 2.276
C: 4.834 -0.568 1.130
C: 3.883 -0.486 0.128
C: 2.668 -1.147 0.301
C: 2.408 -1.902 1.444
C: 3.378 -1.985 2.428
N: 1.678 -1.071 -0.741
N: 2.132 -1.226 -1.900
C: 1.164 -1.122 -2.876
C: 1.501 -1.303 -4.219
C: 0.495 -1.193 -5.156
C: -0.810 -0.909 -4.746
C: -1.130 -0.724 -3.408
C: -0.142 -0.825 -2.436
H: 5.337 -1.376 3.050
H: 5.777 -0.053 1.015
H: 4.071 0.081 -0.773
H: 1.480 -2.451 1.535
H: 3.198 -2.586 3.309
H: 2.523 -1.525 -4.494
H: 0.709 -1.327 -6.207
H: -1.589 -0.831 -5.493
H: -2.156 -0.507 -3.139
I: -0.477 -3.959 -0.237
I: -0.984 -5.897 -2.624

A structure of composition C26H22F5N3OS2W at a distorted geometry, computed with wB97M-V/def2-TZVPD.

HOMO-LUMO gap (alpha / beta) = 6.92 / 7.57 eV
E_LUMO (alpha / beta) = -1.13 / -1.11 eV
⟨S²⟩ = 2.03
ΔE to the lowest compared entry with this formula, charge and spin = 5.2 kcal/mol
HOMO level (alpha / beta) = -0.29600 / -0.31911 Eh
spin multiplicity = 3

CARTESIAN COORDINATES (ANGSTROEM)
W: 0.388 1.006 0.448
C: 0.806 -2.222 -4.497
C: -0.240 -1.360 -3.799
N: -0.779 -1.956 -2.582
C: -1.814 -2.987 -2.727
C: -1.263 -4.397 -2.528
C: -0.361 -1.625 -1.351
S: 1.067 -0.591 -1.230
N: -0.947 -2.194 -0.326
C: -1.129 -1.718 0.898
O: -1.046 -0.506 1.229
C: -1.503 -2.709 1.934
C: -1.290 -2.390 3.273
C: -1.599 -3.311 4.260
C: -2.136 -4.544 3.918
C: -2.362 -4.858 2.584
C: -2.042 -3.947 1.593
H: 1.183 -1.698 -5.376
H: 0.384 -3.171 -4.828
H: 1.643 -2.416 -3.826
H: -1.083 -1.176 -4.469
H: 0.193 -0.396 -3.547
H: -2.240 -2.883 -3.724
H: -2.598 -2.795 -1.997
H: -0.468 -4.613 -3.241
H: -2.056 -5.133 -2.662
H: -0.855 -4.501 -1.523
H: -0.867 -1.425 3.521
H: -1.417 -3.062 5.298
H: -2.377 -5.260 4.694
H: -2.788 -5.816 2.316
H: -2.213 -4.176 0.550
C: -1.579 1.955 0.224
C: -0.845 2.963 0.968
C: -0.474 4.217 0.429
C: 0.377 5.049 1.108
C: 0.911 4.663 2.346
C: 0.543 3.469 2.914
C: -0.329 2.588 2.241
H: -1.930 2.273 -0.755
H: -2.339 1.424 0.786
H: -0.883 4.512 -0.530
H: 0.632 6.014 0.689
H: 1.586 5.324 2.874
H: 0.915 3.200 3.891
H: -0.807 1.792 2.805
S: 1.727 -0.320 2.042
C: 1.732 0.499 3.496
N: 1.738 0.981 4.547
F: 3.446 2.398 1.415
C: 3.049 2.821 0.210
C: 1.868 2.329 -0.328
C: 1.534 2.854 -1.569
F: 0.351 2.427 -2.088
C: 2.270 3.788 -2.258
F: 1.877 4.267 -3.439
C: 3.446 4.239 -1.676
F: 4.192 5.141 -2.305
C: 3.837 3.756 -0.438
F: 4.962 4.210 0.113

A structure of composition C26H22MnN8O2S2Se, computed with wB97M-V/def2-TZVPD.

HOMO-LUMO gap (alpha / beta) = 6.62 / 6.54 eV
E_LUMO (alpha / beta) = -1.19 / -1.17 eV
⟨S²⟩ = 1.07
ΔE to the lowest compared entry with this formula, charge and spin = 0.0 kcal/mol
HOMO level (alpha / beta) = -0.28703 / -0.28346 Eh
spin multiplicity = 2

CARTESIAN COORDINATES (ANGSTROEM)
Mn: 0.102 -0.118 0.302
C: -2.539 -3.440 -3.862
C: -2.660 -1.965 -3.870
N: -3.576 -1.287 -4.477
N: -3.291 0.014 -4.180
C: -2.220 0.173 -3.379
S: -1.569 1.569 -2.778
N: -1.802 -1.123 -3.195
N: -0.763 -1.474 -2.351
H: -3.305 -3.852 -4.513
H: -2.679 -3.841 -2.856
H: -1.558 -3.759 -4.216
H: -3.862 0.763 -4.529
H: 0.066 -1.697 -2.892
H: -1.006 -2.263 -1.761
O: -0.968 -1.035 7.612
C: 0.231 -0.541 7.250
O: 1.014 -0.200 8.092
C: 0.521 -0.425 5.785
C: -0.375 -0.780 4.780
C: -0.030 -0.639 3.448
C: 1.237 -0.173 3.106
C: 2.132 0.209 4.107
C: 1.771 0.084 5.433
N: 1.559 -0.092 1.729
C: 2.779 -0.043 1.339
C: 2.957 0.106 -0.086
C: 4.194 0.233 -0.715
C: 4.216 0.467 -2.076
C: 3.010 0.586 -2.755
C: 1.821 0.431 -2.066
N: 1.784 0.171 -0.757
H: -1.493 -1.276 6.841
H: -1.360 -1.183 4.983
H: -0.740 -0.917 2.682
H: 3.098 0.628 3.868
H: 2.444 0.380 6.225
H: 3.644 -0.085 1.987
H: 5.106 0.161 -0.140
H: 5.157 0.575 -2.597
H: 2.978 0.804 -3.813
H: 0.857 0.550 -2.545
S: -1.889 3.698 1.505
C: -0.206 4.029 1.522
C: 0.540 2.950 1.153
C: -0.234 1.802 0.815
C: -1.574 2.090 0.970
C: -2.562 1.080 0.682
C: -3.940 1.290 0.652
C: -4.773 0.247 0.303
C: -4.223 -0.994 0.005
C: -2.854 -1.136 0.080
N: -2.025 -0.134 0.399
H: 0.145 5.007 1.814
H: 1.621 2.992 1.114
H: -4.343 2.266 0.882
H: -5.844 0.399 0.265
H: -4.840 -1.844 -0.249
H: -2.384 -2.094 -0.091
Se: 0.379 -2.765 0.449
C: -1.037 -3.279 1.501
N: -1.923 -3.600 2.170

Computed values of electronic energy (unit: Ha) for the preceding records, in sequence: -2722.4008, -2284.6841, -2752.6810, -2097.5509, -2461.6055, -2749.9189, -2606.2471, -5941.3068.